Entry 1:
A cluster of 12 separate species, C33H97N17O12 in total at a distorted geometry. Source: the OMol25 dataset; level of theory: ωB97M-V/def2-TZVPD.

Output
**Frontier orbital gap**: 0.322 Eh
**Charge**: 0
**ΔE to the lowest compared entry with this formula, charge and spin**: 720.19 kJ/mol

The geometry in XYZ format:
```
159
C33H97N17O12 | the OMol25 dataset | ωB97M-V/def2-TZVPD
C -5.599 0.017 -5.975
C -4.146 -0.426 -5.486
C -3.969 0.140 -4.075
O -2.604 -0.126 -3.718
C -1.693 0.917 -4.202
N -4.135 -1.874 -5.412
H -5.849 1.067 -5.818
H -6.503 -0.504 -5.661
H -5.661 -0.070 -7.060
H -3.355 -0.115 -6.168
H -4.677 -0.210 -3.323
H -4.134 1.217 -4.121
H -1.734 1.893 -3.720
H -1.692 1.108 -5.275
H -0.709 0.519 -3.954
H -4.805 -2.262 -4.764
H -3.225 -2.110 -5.041
C -4.977 -1.529 3.687
C -4.355 -0.159 4.005
C -3.453 0.197 2.782
O -4.079 0.131 1.514
C -3.120 -0.129 0.487
N -5.410 0.846 4.132
H -5.574 -1.449 2.779
H -5.579 -1.867 4.530
H -4.159 -2.238 3.558
H -3.770 -0.327 4.909
H -2.550 -0.383 2.973
H -3.160 1.220 3.019
H -2.473 0.746 0.433
H -3.587 -0.541 -0.408
H -2.367 -0.821 0.864
H -5.086 1.803 4.136
H -6.030 0.681 3.352
C 0.209 -1.474 4.265
C 1.434 -2.065 5.030
C 2.428 -1.010 5.433
O 3.605 -1.731 6.026
C 4.598 -0.910 6.546
N 0.805 -2.534 6.240
H -0.754 -1.985 4.288
H 0.451 -1.429 3.203
H 0.045 -0.490 4.706
H 1.816 -2.867 4.399
H 1.945 -0.301 6.106
H 2.649 -0.523 4.484
H 4.260 -0.030 7.094
H 5.300 -0.592 5.775
H 5.019 -1.507 7.355
H 0.646 -1.721 6.816
H 1.433 -3.115 6.776
C -1.261 2.860 -0.642
C -1.997 4.101 -0.050
C -3.175 4.489 -0.955
O -2.612 4.862 -2.169
C -3.653 5.287 -3.073
N -2.369 3.901 1.319
H -0.669 3.092 -1.527
H -2.038 2.165 -0.960
H -0.623 2.254 0.001
H -1.276 4.917 -0.096
H -3.806 5.285 -0.559
H -3.800 3.610 -1.113
H -4.112 4.441 -3.585
H -3.289 5.873 -3.917
H -4.447 5.816 -2.546
H -1.637 3.443 1.843
H -2.477 4.726 1.891
C 7.610 -0.859 -0.103
C 7.041 -0.900 -1.526
C 5.462 -1.037 -1.465
O 4.866 -0.732 -2.672
C 3.476 -0.934 -2.789
N 7.489 0.265 -2.243
H 7.189 -1.636 0.535
H 7.628 0.108 0.400
H 8.674 -1.088 -0.155
H 7.420 -1.781 -2.045
H 5.005 -0.394 -0.713
H 5.065 -2.008 -1.170
H 3.160 -1.964 -2.627
H 3.068 -0.612 -3.747
H 2.977 -0.334 -2.028
H 6.918 0.189 -3.073
H 8.316 0.029 -2.772
C -3.753 -3.801 0.400
C -3.138 -3.986 -0.900
C -3.764 -3.366 -2.210
O -5.168 -3.745 -2.284
C -6.041 -2.806 -1.623
N -1.797 -3.489 -0.774
H -3.149 -4.266 1.179
H -4.635 -4.435 0.306
H -3.992 -2.746 0.538
H -3.111 -5.073 -0.982
H -3.350 -3.647 -3.179
H -3.685 -2.280 -2.239
H -6.433 -2.081 -2.336
H -5.510 -2.132 -0.951
H -6.857 -3.260 -1.061
H -1.373 -3.862 -1.611
H -1.284 -3.926 -0.021
C 1.602 6.459 0.056
C 1.542 5.835 1.441
C 1.651 4.247 1.605
O 1.211 3.953 2.918
C 0.553 2.662 3.006
N 2.671 6.447 2.199
H 2.408 6.242 -0.645
H 1.479 7.526 0.242
H 0.715 6.289 -0.554
H 0.583 5.983 1.939
H 2.712 3.998 1.608
H 1.072 3.709 0.854
H 0.799 2.266 3.991
H 0.853 1.853 2.339
H -0.536 2.721 2.994
H 2.319 7.295 2.621
H 2.795 5.804 2.968
C 0.667 -0.384 -0.161
O 1.509 0.389 0.252
N -0.187 -0.095 -1.033
N 0.370 -1.576 0.362
H 0.011 0.771 -1.512
H -0.817 -0.815 -1.357
H -0.201 -2.178 -0.214
H 0.778 -1.927 1.217
C 2.399 -4.537 1.903
O 1.842 -3.400 1.924
N 1.861 -5.711 2.276
N 3.712 -4.652 1.709
H 2.629 -6.368 2.270
H 0.864 -5.861 2.223
H 4.208 -3.772 1.690
H 4.109 -5.577 1.791
C 2.618 2.467 -2.649
O 1.642 1.928 -3.083
N 3.112 3.557 -3.080
N 3.088 2.230 -1.479
H 3.527 4.201 -2.423
H 2.622 3.890 -3.898
H 3.964 2.615 -1.155
H 2.385 1.810 -0.888
C -0.018 -2.936 -5.155
O -0.410 -2.465 -6.131
N 0.963 -3.766 -4.995
N -0.432 -2.508 -3.974
H 1.509 -3.936 -5.827
H 1.357 -4.110 -4.131
H -0.224 -2.983 -3.107
H -1.044 -1.713 -4.086
C 4.608 -1.147 2.156
O 5.222 -2.178 2.249
N 4.841 -0.029 2.787
N 3.456 -1.040 1.552
H 4.597 0.901 2.478
H 5.603 -0.078 3.448
H 3.203 -0.067 1.644
H 2.878 -1.850 1.378
```

---

Entry 2:
A cluster of 17 separate species, C34H102O17 in total at a distorted geometry. Source: the OMol25 dataset; level of theory: ωB97M-V/def2-TZVPD.

Output
**Frontier orbital gap**: 0.372 Eh
**Charge**: 0
**ΔE to the lowest compared entry with this formula, charge and spin**: 143.20 kJ/mol

The geometry in XYZ format:
```
153
C34H102O17 | the OMol25 dataset | ωB97M-V/def2-TZVPD
C -1.148 -0.549 -4.315
C -1.193 -1.982 -3.789
O -1.814 -2.827 -4.802
H -0.841 0.123 -3.490
H -2.092 -0.234 -4.650
H -0.457 -0.488 -5.157
H -1.835 -1.995 -2.915
H -0.195 -2.336 -3.448
H -1.158 -3.433 -5.181
C 0.539 2.608 2.976
C 0.779 1.148 3.245
O -0.486 0.351 3.145
H 1.521 3.062 3.049
H -0.104 3.101 3.728
H 0.177 2.840 1.967
H 1.132 0.970 4.256
H 1.388 0.732 2.486
H -0.512 -0.191 3.926
C -1.146 -4.998 -1.204
C -0.018 -5.179 -0.256
O 0.798 -4.039 -0.007
H -1.531 -5.888 -1.659
H -0.855 -4.322 -2.036
H -2.003 -4.570 -0.692
H 0.704 -5.892 -0.676
H -0.353 -5.591 0.716
H 0.269 -3.252 0.286
C 1.584 -3.497 -6.379
C 2.358 -2.191 -6.090
O 2.487 -1.352 -7.240
H 1.580 -4.188 -5.504
H 2.025 -3.975 -7.223
H 0.547 -3.321 -6.704
H 3.315 -2.463 -5.758
H 1.803 -1.625 -5.316
H 1.685 -0.856 -7.460
C 0.426 0.572 7.100
C -0.849 0.881 6.384
O -1.400 -0.295 5.795
H 1.148 0.180 6.291
H 0.265 -0.064 7.978
H 0.888 1.472 7.469
H -0.723 1.709 5.643
H -1.532 1.346 7.143
H -2.190 -0.073 5.240
C 4.501 1.021 -4.832
C 5.307 1.670 -3.686
O 4.388 2.147 -2.697
H 3.771 1.707 -5.264
H 3.924 0.179 -4.425
H 5.175 0.600 -5.584
H 5.906 2.516 -4.087
H 6.047 0.914 -3.356
H 4.818 2.368 -1.865
C 4.438 2.043 0.751
C 4.829 1.980 2.218
O 4.111 3.029 2.870
H 5.057 1.396 0.095
H 4.507 3.103 0.431
H 3.372 1.764 0.633
H 5.909 2.185 2.244
H 4.592 0.999 2.668
H 3.937 2.873 3.810
C 3.442 -1.001 -1.097
C 2.873 -2.079 -2.052
O 3.045 -3.447 -1.633
H 4.465 -1.207 -0.799
H 2.803 -0.954 -0.239
H 3.506 -0.047 -1.596
H 3.468 -1.992 -2.947
H 1.815 -1.891 -2.193
H 2.323 -3.703 -1.051
C 3.177 -1.985 2.846
C 3.288 -2.070 4.369
O 3.728 -0.757 4.834
H 2.932 -2.929 2.332
H 4.116 -1.566 2.473
H 2.450 -1.261 2.498
H 4.054 -2.817 4.647
H 2.325 -2.309 4.896
H 3.725 -0.819 5.799
C -2.075 -3.852 4.976
C -1.264 -3.739 3.714
O -1.970 -4.373 2.723
H -1.643 -3.340 5.825
H -2.295 -4.888 5.304
H -3.070 -3.381 4.802
H -0.347 -4.278 3.898
H -1.065 -2.695 3.499
H -1.530 -4.290 1.857
C -4.730 -1.691 -3.367
C -4.316 -2.761 -2.386
O -3.842 -3.927 -3.064
H -4.707 -0.752 -2.820
H -5.738 -1.856 -3.872
H -3.926 -1.633 -4.110
H -5.178 -3.086 -1.771
H -3.553 -2.293 -1.739
H -3.224 -3.661 -3.725
C -0.004 4.207 -3.892
C 1.376 3.614 -3.986
O 1.751 3.207 -2.657
H -0.396 4.543 -4.887
H -0.063 5.096 -3.211
H -0.732 3.445 -3.483
H 2.097 4.351 -4.300
H 1.401 2.776 -4.657
H 2.598 2.737 -2.748
C 1.249 5.973 0.934
C 1.463 4.661 0.209
O 0.253 4.330 -0.576
H 1.248 6.797 0.243
H 2.007 6.136 1.724
H 0.238 6.005 1.413
H 1.583 3.853 0.915
H 2.284 4.603 -0.432
H 0.508 3.760 -1.306
C -3.539 1.705 3.966
C -4.260 2.420 2.772
O -4.023 3.824 2.664
H -3.776 0.649 3.802
H -3.876 2.079 4.918
H -2.468 1.868 3.822
H -5.309 2.211 2.902
H -3.899 1.930 1.858
H -3.356 3.893 1.938
C -3.246 2.260 -1.629
C -3.558 3.541 -0.824
O -2.608 3.763 0.220
H -2.417 2.319 -2.349
H -4.158 1.899 -2.160
H -2.974 1.468 -0.908
H -4.545 3.538 -0.327
H -3.562 4.313 -1.606
H -1.662 3.820 -0.090
C -5.358 -1.406 2.364
C -4.109 -1.236 1.516
O -4.442 -0.757 0.230
H -6.058 -2.132 1.948
H -5.956 -0.507 2.500
H -5.107 -1.776 3.398
H -3.648 -2.192 1.410
H -3.492 -0.591 2.069
H -5.200 -0.141 0.288
C -0.215 0.933 -0.498
C -0.385 -0.559 -0.407
O 0.039 -1.096 0.874
H -0.408 1.262 -1.510
H 0.721 1.227 -0.137
H -0.917 1.450 0.179
H 0.195 -1.141 -1.128
H -1.453 -0.834 -0.590
H -0.469 -0.686 1.591
```

---

Entry 3:
A cluster of 17 separate species, C34H102O17 in total at a distorted geometry. Source: the OMol25 dataset; level of theory: ωB97M-V/def2-TZVPD.

Output
**Frontier orbital gap**: 0.350 Eh
**Charge**: 0
**ΔE to the lowest compared entry with this formula, charge and spin**: 433.01 kJ/mol

The geometry in XYZ format:
```
153
C34H102O17 | the OMol25 dataset | ωB97M-V/def2-TZVPD
C -14.704 -25.871 22.866
C -15.360 -26.478 21.640
O -16.665 -26.896 21.993
H -13.682 -25.551 22.660
H -14.697 -26.650 23.628
H -15.248 -24.994 23.216
H -14.848 -27.388 21.330
H -15.383 -25.729 20.848
H -17.209 -26.181 22.331
C -16.414 -22.222 15.060
C -16.248 -23.411 16.019
O -15.011 -23.380 16.688
H -16.733 -22.564 14.076
H -15.489 -21.680 14.862
H -17.135 -21.534 15.500
H -16.204 -24.367 15.498
H -17.103 -23.339 16.692
H -15.013 -24.045 17.381
C -14.068 -26.521 15.958
C -14.212 -26.809 17.514
O -15.014 -25.752 18.091
H -13.544 -25.583 15.772
H -15.051 -26.633 15.500
H -13.462 -27.300 15.496
H -13.249 -26.953 18.005
H -14.724 -27.770 17.576
H -15.947 -25.957 17.995
C -17.540 -30.231 19.355
C -16.430 -29.261 19.101
O -16.937 -28.009 19.289
H -18.057 -30.113 20.308
H -17.231 -31.270 19.474
H -18.233 -30.221 18.514
H -16.138 -29.208 18.052
H -15.516 -29.485 19.649
H -17.106 -27.845 20.220
C -8.934 -28.027 17.162
C -9.693 -27.561 15.958
O -10.373 -26.323 16.143
H -9.067 -27.214 17.876
H -7.851 -28.142 17.144
H -9.424 -28.875 17.642
H -10.402 -28.332 15.658
H -8.907 -27.537 15.204
H -11.145 -26.261 15.575
C -18.369 -27.085 14.653
C -18.328 -27.634 15.984
O -17.587 -26.725 16.784
H -18.916 -26.162 14.462
H -18.698 -27.763 13.865
H -17.336 -27.042 14.308
H -17.843 -28.610 16.010
H -19.289 -27.935 16.400
H -17.503 -27.073 17.675
C -15.550 -29.547 14.637
C -15.646 -31.043 14.853
O -16.933 -31.369 15.456
H -16.425 -29.162 14.114
H -14.789 -29.034 14.049
H -15.685 -29.173 15.652
H -14.870 -31.317 15.568
H -15.549 -31.654 13.955
H -17.592 -31.047 14.837
C -10.867 -28.457 12.289
C -9.369 -28.889 12.005
O -9.065 -30.127 12.661
H -11.263 -27.677 11.639
H -10.972 -27.934 13.240
H -11.509 -29.326 12.145
H -8.759 -28.091 12.429
H -9.088 -28.930 10.953
H -8.144 -30.396 12.701
C -19.846 -26.503 20.826
C -21.005 -25.529 20.743
O -20.457 -24.238 20.979
H -19.580 -26.773 21.848
H -18.939 -26.136 20.346
H -20.084 -27.402 20.259
H -21.776 -25.762 21.477
H -21.553 -25.499 19.801
H -20.999 -23.579 20.539
C -17.377 -34.415 18.800
C -16.744 -33.982 17.509
O -15.919 -32.816 17.674
H -16.643 -34.681 19.561
H -17.869 -35.345 18.513
H -18.102 -33.753 19.273
H -17.653 -33.769 16.947
H -16.213 -34.763 16.963
H -16.300 -32.115 17.140
C -12.526 -23.646 20.188
C -11.354 -24.522 19.819
O -10.197 -24.041 20.463
H -13.367 -24.166 19.730
H -12.277 -22.692 19.724
H -12.733 -23.477 21.245
H -11.427 -24.559 18.733
H -11.451 -25.579 20.067
H -9.703 -24.765 20.854
C -9.291 -24.454 11.814
C -10.575 -24.532 10.991
O -10.336 -25.510 9.926
H -9.203 -25.422 12.306
H -9.409 -23.663 12.555
H -8.481 -24.312 11.099
H -10.948 -23.576 10.623
H -11.419 -24.897 11.576
H -11.193 -25.819 9.624
C -18.489 -22.361 23.339
C -17.509 -22.893 22.339
O -17.810 -24.313 22.269
H -18.014 -21.431 23.650
H -18.502 -22.761 24.353
H -19.503 -22.214 22.967
H -16.440 -22.790 22.526
H -17.751 -22.496 21.354
H -18.744 -24.330 22.050
C -8.886 -30.316 21.841
C -9.278 -29.123 20.961
O -9.352 -27.986 21.797
H -8.682 -31.167 21.191
H -9.541 -30.610 22.661
H -7.954 -30.026 22.326
H -10.226 -29.314 20.459
H -8.600 -28.955 20.124
H -8.436 -27.830 22.038
C -11.648 -31.047 18.862
C -12.842 -31.620 18.111
O -13.694 -32.086 19.099
H -11.869 -30.205 19.519
H -10.876 -30.708 18.172
H -11.234 -31.802 19.530
H -12.575 -32.513 17.545
H -13.383 -30.963 17.429
H -14.374 -32.562 18.616
C -11.075 -21.689 15.239
C -12.043 -21.546 16.416
O -13.290 -21.044 16.087
H -10.001 -21.774 15.408
H -11.234 -20.756 14.699
H -11.334 -22.500 14.558
H -11.748 -20.824 17.177
H -12.142 -22.542 16.848
H -13.773 -21.854 15.909
C -15.645 -26.477 11.800
C -15.723 -25.264 12.707
O -16.937 -24.657 12.306
H -14.962 -27.276 12.089
H -15.268 -26.207 10.814
H -16.607 -26.986 11.854
H -14.908 -24.549 12.593
H -15.779 -25.606 13.740
H -17.565 -25.332 12.039
```